Model A:
C4H10N2 | ωB97M-V/def2-TZVPD

The geometry in XYZ format:
```
16
Properties=species:S:1:pos:R:3:nbo_charge:R:1
N -0.0531 1.3389 -0.4896 -0.467
N -0.3536 0.6928 0.6556 -0.194
C 0.2684 -1.1515 -0.9042 -0.627
C -2.5743 -0.0596 0.5479 -0.480
C 0.6661 0.1636 -0.1937 0.190
C 2.0765 0.3017 0.3830 -0.629
H 2.0065 1.2657 0.7968 0.212
H 0.3358 2.3235 -0.3838 0.362
H -0.6631 -0.8149 -1.3143 0.229
H -0.0268 -1.9333 -0.1410 0.212
H -2.2985 -1.0666 0.4401 0.165
H 0.9864 -1.5793 -1.5365 0.212
H -2.6014 0.2275 1.6024 0.194
H 2.3037 -0.3676 1.2374 0.222
H -2.8625 0.5004 -0.2990 0.184
H 2.7898 0.1585 -0.4010 0.214
```

LUMO level (spin up / spin down), eV: 0.62 / 0.84
Charge: 0



Model B:
C4H10N2 | ωB97M-V/def2-TZVPD

The geometry in XYZ format:
```
16
Properties=species:S:1:pos:R:3:nbo_charge:R:1
N -0.8466 -0.3333 -1.1209 -0.283
N -2.1997 -0.4786 -1.3908 -0.626
C 0.5777 1.0904 0.1377 -0.445
C 0.0559 -1.3699 -0.4411 -0.316
C 1.6229 1.0678 1.2277 -0.621
C -0.3905 -0.0853 0.1919 0.005
H 0.0858 2.0462 0.2767 0.214
H 2.5544 1.7349 1.0648 0.216
H -0.5172 -2.2455 -0.1380 0.187
H 1.0181 -1.5703 -0.7474 0.203
H -2.6246 -1.0861 -0.6493 0.312
H 2.2434 0.1050 1.2792 0.198
H 1.3308 1.2243 2.2539 0.215
H 0.8769 1.0977 -0.8611 0.232
H -2.3516 -0.9494 -2.2550 0.356
H -1.4358 -0.2479 1.1715 0.155
```

LUMO level, eV: 1.18
Charge: 0



Model C:
C4H10N2 | ωB97M-V/def2-TZVPD

The geometry in XYZ format:
```
16
Properties=species:S:1:pos:R:3:nbo_charge:R:1
N 0.2021 -1.5799 -2.7211 -0.736
N -0.6239 -0.6090 -0.8105 -0.627
C 0.0220 1.8513 0.9737 -0.615
C 0.3041 -1.3631 -1.4619 0.284
C 0.4287 0.3967 1.2088 -0.411
C -0.6589 -0.5308 0.6194 -0.209
H -0.4034 1.9820 -0.0303 0.198
H -1.1625 -0.0349 -1.4423 0.408
H -0.5416 -1.5248 1.0392 0.195
H 0.8247 2.5836 0.9999 0.214
H -0.7460 2.2319 1.6481 0.203
H 1.3553 0.2276 0.6745 0.204
H 0.4578 0.2456 2.2866 0.205
H 1.0780 -1.8246 -0.8363 0.143
H 1.0758 -1.9280 -3.1028 0.339
H -1.6123 -0.1237 0.9549 0.204
```

LUMO level, eV: 1.07
Charge: 0



The most stable arrangement is model C, and the next structure is 342.1 kJ/mol less stable.



Model A:
C4H10N2 | ωB97M-V/def2-TZVPD

The geometry in XYZ format:
```
16
Properties=species:S:1:pos:R:3:nbo_charge:R:1
N 1.2634 -0.1995 -1.0458 -0.907
N -1.0213 1.1316 -0.7447 -0.827
C 0.1735 1.5734 1.3040 -0.551
C -0.7237 -1.6940 0.1086 -0.646
C 0.3182 -0.6337 0.3151 -0.046
C -0.0741 0.7807 0.2226 0.214
H -1.0924 2.1284 -0.8882 0.378
H 1.4261 -0.9109 -1.7560 0.357
H -0.8751 0.6453 -1.6191 0.380
H 0.9972 -0.8331 1.1480 0.211
H -0.9515 -2.1864 1.0517 0.229
H 2.1480 0.1969 -0.7443 0.370
H -0.2818 2.5462 1.4036 0.191
H -0.3955 -2.4410 -0.6160 0.220
H 0.7665 1.2245 2.1313 0.195
H -1.6774 -1.3285 -0.2706 0.232
```

LUMO level, eV: 1.08
Charge: 0



Model B:
C4H10N2 | ωB97M-V/def2-TZVPD

The geometry in XYZ format:
```
16
Properties=species:S:1:pos:R:3:nbo_charge:R:1
N 1.4890 -2.0473 -5.1274 -0.384
N -1.9859 1.3976 4.6141 -0.387
C -1.3926 0.8416 5.8021 -0.440
C 2.2621 -2.0254 -4.1470 -0.048
C -2.8342 2.3076 4.6335 -0.051
C 1.7480 -1.1650 -6.2266 -0.448
H 0.9995 -0.4530 -6.5479 0.212
H -1.6014 -0.2256 5.7740 0.209
H -1.7681 1.2848 6.7356 0.166
H 2.6137 -0.4896 -6.0743 0.161
H 3.1918 -1.4511 -4.0339 0.136
H 2.0301 -1.7876 -7.0772 0.207
H -0.3182 0.9975 5.7883 0.210
H -3.3729 2.7462 5.4857 0.131
H 2.0895 -2.6942 -3.3077 0.165
H -3.1503 2.7634 3.7088 0.161
```

LUMO level, eV: 1.25
Charge: 0



The most stable arrangement is model A, and the next structure is 29.8 kJ/mol less stable.



Model A:
CH4O3 | ωB97M-V/def2-TZVPD

The geometry in XYZ format:
```
8
Properties=species:S:1:pos:R:3:nbo_charge:R:1
O -2.2698 0.0568 -0.3233 -0.549
O -0.3037 -0.9769 0.3274 -0.688
O 2.1088 1.9145 -0.4715 -0.944
C -1.6127 -0.7497 0.3365 0.650
H -2.0981 -1.4059 1.0858 0.080
H 2.7375 1.7586 -1.2122 0.468
H -0.0045 -1.7930 0.8137 0.508
H 1.4424 1.1955 -0.5564 0.476
```

LUMO level, eV: 0.26
Charge: 0



Model B:
CH4O3 | ωB97M-V/def2-TZVPD

The geometry in XYZ format:
```
8
Properties=species:S:1:pos:R:3:nbo_charge:R:1
O 0.0861 -0.8824 -0.8177 -0.208
O -0.6083 0.5414 1.1988 -0.999
O 1.2419 -1.2399 -0.0319 -0.409
C -0.1435 0.3714 -0.7499 0.249
H -0.9610 0.8263 -1.3307 0.221
H 0.7666 0.9541 -0.5372 0.190
H -1.5513 0.1312 1.4701 0.458
H 1.1695 -0.7019 0.7985 0.498
```

LUMO level, eV: 0.49
Charge: 0



The most stable arrangement is model A, and the next structure is 486.5 kJ/mol less stable.



Model A:
CH4O3 | ωB97M-V/def2-TZVPD

The geometry in XYZ format:
```
8
Properties=species:S:1:pos:R:3:nbo_charge:R:1
O -1.0675 0.1998 -0.1534 -0.550
O 1.2366 0.2590 -2.7039 -0.949
O -0.2788 -0.9537 1.5972 -0.714
C -0.9676 0.0714 1.0241 0.665
H 0.4710 0.3741 -2.0965 0.484
H -1.3383 0.6569 1.8887 0.095
H 2.0278 0.3710 -2.1298 0.465
H -0.0833 -0.9784 2.5736 0.504
```

LUMO level, eV: 0.34
Charge: 0



Model B:
CH4O3 | ωB97M-V/def2-TZVPD

The geometry in XYZ format:
```
8
Properties=species:S:1:pos:R:3:nbo_charge:R:1
O 0.3816 -0.8972 -0.7230 -0.560
O -1.2405 0.2851 -1.8043 -0.664
O 1.0606 -0.8555 2.2384 -0.947
C -0.1524 0.1604 -1.0264 0.644
H 0.1892 1.1642 -0.7050 0.091
H 0.9817 -0.5359 1.3111 0.480
H 0.2253 -0.5681 2.6718 0.462
H -1.4455 1.2469 -1.9627 0.494
```

LUMO level, eV: 0.20
Charge: 0



The most stable arrangement is model B, and the next structure is 11.0 kJ/mol less stable.



Model A:
CH4O3 | ωB97M-V/def2-TZVPD

The geometry in XYZ format:
```
8
Properties=species:S:1:pos:R:3:nbo_charge:R:1
O -1.5611 -1.2831 -0.7544 -0.925
O 1.2211 1.4127 1.1472 -0.686
O -0.7081 0.2024 0.6954 -0.539
C 0.4106 0.6200 0.3459 0.635
H -0.9317 -1.5751 -1.4521 0.454
H 1.9648 1.8125 0.6189 0.488
H -1.2133 -1.6811 0.0756 0.475
H 0.8176 0.4916 -0.6766 0.099
```

LUMO level, eV: 0.41
Charge: 0



Model B:
CH4O3 | ωB97M-V/def2-TZVPD

The geometry in XYZ format:
```
8
Properties=species:S:1:pos:R:3:nbo_charge:R:1
O -2.6142 1.2441 -2.1714 -0.571
O -0.7827 0.2646 -1.0243 -0.659
O 1.8356 -1.9978 1.6994 -0.942
C -1.5777 1.2982 -1.3841 0.628
H 1.7560 -2.1390 2.6700 0.473
H 2.6790 -1.5032 1.5890 0.469
H -1.2774 2.2538 -0.9104 0.103
H -0.0187 0.5793 -0.4682 0.499
```

LUMO level, eV: 0.29
Charge: 0



The most stable arrangement is model B, and the next structure is 33.9 kJ/mol less stable.



Model A:
C5H4N2S | ωB97M-V/def2-TZVPD

The geometry in XYZ format:
```
12
Properties=species:S:1:pos:R:3:nbo_charge:R:1
S 0.5061 2.1880 1.0916 0.088
N -1.8906 -2.3366 0.8680 -0.248
N -3.0459 1.2713 -1.0737 -0.297
C -0.0805 0.6577 0.7506 -0.041
C 0.8501 -0.2456 0.0357 -0.707
C -1.7672 -1.2134 0.8360 0.255
C -1.4821 0.2260 1.0298 -0.400
C -2.3466 1.0279 -0.2196 0.277
H 1.6909 0.4550 -0.2604 0.258
H -1.8506 0.4750 2.0706 0.317
H 1.1349 -1.1809 0.4419 0.254
H 0.3077 -0.3551 -0.9587 0.244
```

LUMO level (spin up / spin down), eV: -1.40 / -1.40
Charge: 0



Model B:
C5H4N2S | ωB97M-V/def2-TZVPD

The geometry in XYZ format:
```
12
Properties=species:S:1:pos:R:3:nbo_charge:R:1
S 2.6143 -0.9904 -0.1812 0.071
N 0.2365 -1.9427 0.1563 -0.460
N -1.7852 -0.6084 -0.2596 -0.480
C -1.0937 -1.8269 0.0297 0.291
C 0.3957 0.5563 0.0742 -0.185
C 1.0407 -0.8166 0.0895 -0.020
C -1.1180 0.4698 -0.1585 0.160
C 0.9862 1.8466 0.0449 -0.233
H -1.7273 -2.7491 0.0948 0.205
H 0.2257 2.6602 -0.1517 0.211
H -1.8051 1.3663 -0.1177 0.201
H 2.0302 2.0349 0.3792 0.239
```

LUMO level, eV: -1.86
Charge: 0



Model C:
C5H4N2S | ωB97M-V/def2-TZVPD

The geometry in XYZ format:
```
12
Properties=species:S:1:pos:R:3:nbo_charge:R:1
S -1.5859 1.3065 -0.4090 0.448
N 1.3809 0.1091 -0.1804 -0.358
N -0.6509 -2.2691 0.6492 -0.294
C -0.2681 1.4880 0.6803 -0.483
C -1.0646 -1.2811 0.1733 0.172
C 0.8866 0.7412 0.8833 -0.076
C 1.5655 -0.8521 -0.8674 0.172
C -1.6649 -0.4575 -0.7012 -0.505
H 1.6995 0.8460 1.6908 0.245
H -0.4962 2.1984 1.5486 0.236
H -1.9416 -0.8076 -1.6689 0.247
H 2.1396 -1.0217 -1.7987 0.196
```

LUMO level (spin up / spin down), eV: -1.20 / -0.45
Charge: 0



The most stable arrangement is model B, and the next structure is 39.8 kJ/mol less stable.



Model A:
C3H7NO | ωB97M-V/def2-TZVPD

The geometry in XYZ format:
```
12
Properties=species:S:1:pos:R:3:nbo_charge:R:1
O -0.9722 -1.5946 -0.3859 -0.502
N 0.7945 0.2246 0.9160 -0.538
C 0.7892 0.0239 -0.5373 -0.228
C 0.1719 1.2202 0.0721 -0.234
C 0.0057 -1.1736 -0.9584 0.429
H 1.7059 0.5784 1.1746 0.352
H -0.9010 1.2040 0.1233 0.217
H -1.8497 -0.7423 1.3362 0.036
H 0.6628 2.1869 -0.0661 0.200
H -2.5682 -0.3820 1.1656 -0.046
H 1.7106 0.2186 -1.0688 0.202
H 0.4505 -1.7641 -1.7712 0.110
```

LUMO level, eV: 0.84
Charge: 0



Model B:
C3H7NO | ωB97M-V/def2-TZVPD

The geometry in XYZ format:
```
12
Properties=species:S:1:pos:R:3:nbo_charge:R:1
O 0.9206 -1.6773 -1.6054 -0.529
N 0.6054 -0.8592 1.0982 -0.846
C -0.8480 1.0516 0.2345 -0.622
C 0.4220 0.1698 0.0761 -0.166
C 0.5047 -0.5245 -1.2673 0.436
H -0.6573 1.9016 0.8946 0.227
H 1.0774 -1.7319 0.8023 0.388
H 0.0085 0.0224 -1.9986 0.101
H -1.2826 1.3939 -0.6852 0.220
H 1.2317 0.8380 0.1347 0.214
H -0.2949 -1.1958 1.4822 0.358
H -1.6875 0.6115 0.8340 0.219
```

LUMO level, eV: 0.69
Charge: 0



The most stable arrangement is model B, and the next structure is 159.2 kJ/mol less stable.